No. 1
# C10H39AgN2O9

A molecular structure, C10H39AgN2O9 in a non-equilibrium geometry (ωB97M-V with the def2-TZVPD basis set, the Open Molecules 2025 dataset).

Computed properties:
multiplicity	2
charge	+1
orbital gap (alpha / beta)	9.052 / 4.145	eV
HOMO level (alpha / beta)	-12.05 / -12.04	eV

CARTESIAN COORDINATES (ANGSTROEM)
Ag  1.599  -2.152  1.157
O  -0.279  -1.060  0.753
H  -0.504  -0.722  -0.136
C  1.973  -0.081  -5.004
C  1.124  0.090  -3.626
C  0.075  -1.112  -3.445
O  -0.852  -0.951  -4.465
C  -1.656  -2.148  -4.505
N  1.905  0.354  -2.455
H  2.568  0.808  -5.213
H  1.395  -0.223  -5.917
H  2.686  -0.901  -4.910
H  0.533  0.997  -3.752
H  -0.420  -1.084  -2.474
H  0.653  -2.035  -3.481
H  -2.450  -2.028  -5.242
H  -2.217  -2.514  -3.645
H  -1.129  -2.975  -4.980
H  1.367  0.841  -1.753
H  2.667  0.998  -2.613
C  2.842  -0.464  4.213
C  1.736  0.141  3.313
C  1.398  1.594  3.761
O  0.488  2.186  2.912
C  -0.019  3.490  3.368
N  2.176  0.075  1.893
H  2.992  -1.420  3.712
H  2.644  -0.712  5.256
H  3.753  0.135  4.191
H  0.832  -0.446  3.474
H  2.287  2.225  3.734
H  0.991  1.607  4.772
H  -0.506  3.923  2.495
H  0.841  4.058  3.723
H  -0.767  3.220  4.114
H  2.992  0.669  1.866
H  1.590  0.733  1.400
O  -1.995  -2.477  2.556
H  -2.922  -2.376  2.344
H  -1.552  -1.823  2.015
O  -2.054  -2.773  -0.457
H  -2.907  -2.516  -0.104
H  -1.428  -2.207  -0.005
O  -1.477  0.780  2.225
H  -0.732  1.377  2.293
H  -1.129  0.013  1.769
O  0.633  -3.128  2.997
H  -0.308  -2.995  2.884
H  0.721  -3.468  3.888
C  -0.539  2.532  -0.345
O  0.461  1.504  -0.313
H  -1.514  2.197  -0.700
H  -0.821  2.853  0.658
H  -0.234  3.415  -0.906
H  0.139  0.747  0.183
C  -3.171  0.594  -1.963
O  -2.326  1.115  -2.960
H  -3.668  -0.258  -2.427
H  -2.638  0.138  -1.129
H  -3.935  1.320  -1.685
H  -1.913  0.324  -3.313

Mulliken atomic charge list, values in e, 2 entries: atom 1 (Ag): 0.2451, atom 2 (O): -0.0127



No. 2
# C10H3Cl3F3N2O8PtS

A molecular structure, C10H3Cl3F3N2O8PtS (ωB97M-V with the def2-TZVPD basis set, the Open Molecules 2025 dataset).

Computed properties:
energy above the lowest of the compared OMol25 structures with the same formula, charge and spin	38.4	kJ/mol
charge	-1
orbital gap	8.169	eV
HOMO level	-5.98	eV

CARTESIAN COORDINATES (ANGSTROEM)
Pt  -0.644  -0.276  0.235
O  1.699  5.180  0.393
C  1.141  3.942  0.396
C  -0.225  3.755  0.606
C  -0.717  2.471  0.598
N  0.130  1.462  0.407
C  1.432  1.601  0.158
C  1.986  2.859  0.157
C  2.113  0.258  -0.158
O  3.312  0.223  -0.342
O  1.299  -0.759  -0.194
C  -2.176  2.017  0.774
O  -3.041  2.858  0.901
O  -2.329  0.725  0.812
H  1.015  5.840  0.547
H  -0.915  4.578  0.755
H  3.041  2.987  -0.041
F  -2.306  -4.304  -2.253
C  -1.810  -3.119  -2.640
F  -0.477  -3.179  -2.534
F  -2.116  -2.952  -3.930
S  -2.490  -1.733  -1.640
O  -3.908  -1.929  -1.661
O  -1.966  -0.573  -2.324
O  -1.838  -1.975  -0.319
Cl  3.553  -3.123  1.827
C  1.853  -3.619  1.753
Cl  1.612  -5.083  2.741
Cl  1.375  -3.938  0.091
C  1.025  -2.543  2.292
N  0.372  -1.652  2.590

Mulliken atomic charge list, values in e, 2 entries: atom 1 (Pt): 1.1024, atom 2 (O): -0.5320



No. 3
# C10H40N20O10

10 unconnected molecules or ions with the total composition C10H40N20O10 in a non-equilibrium geometry (ωB97M-V with the def2-TZVPD basis set, the Open Molecules 2025 dataset).

Computed properties:
energy above the lowest of the compared OMol25 structures with the same formula, charge and spin	194.6	kJ/mol
SMILES	NC(N)=O.NC(N)=O.NC(N)=O.NC(N)=O.NC(N)=O.NC(N)=O.NC(N)=O.NC(N)=O.NC(N)=O.NC(N)=O
orbital gap	10.077	eV
HOMO level	-9.94	eV

CARTESIAN COORDINATES (ANGSTROEM)
N  5.477  -2.710  -3.220
C  4.696  -1.636  -3.742
N  3.988  -0.902  -2.815
O  4.730  -1.364  -4.968
H  6.005  -3.358  -3.762
H  5.328  -2.952  -2.250
H  3.959  -1.149  -1.801
H  3.430  -0.165  -3.260
N  -0.627  0.668  0.976
C  0.064  -0.072  0.079
N  -0.537  -0.220  -1.104
O  1.181  -0.518  0.367
H  -1.575  0.917  0.727
H  -0.341  0.682  1.954
H  -1.433  0.181  -1.339
H  -0.045  -0.811  -1.749
N  1.753  -2.320  -5.018
C  0.731  -1.429  -4.563
N  0.881  -0.203  -5.089
O  -0.165  -1.682  -3.748
H  1.997  -3.076  -4.389
H  2.560  -1.760  -5.375
H  0.284  0.615  -5.036
H  1.490  -0.170  -5.901
N  -1.192  3.835  3.397
C  -0.818  4.737  2.407
N  0.550  5.118  2.380
O  -1.656  5.116  1.580
H  -0.791  3.983  4.325
H  -1.917  3.150  3.177
H  0.782  5.653  1.546
H  1.290  4.491  2.669
N  -4.401  3.178  -1.157
C  -3.349  2.384  -0.724
N  -2.271  3.117  -0.450
O  -3.484  1.171  -0.600
H  -5.350  2.811  -1.058
H  -4.246  4.170  -0.983
H  -1.329  2.856  -0.213
H  -2.358  4.123  -0.464
N  0.658  -4.000  -1.969
C  -0.059  -4.459  -0.772
N  -1.439  -4.188  -0.840
O  0.498  -4.980  0.162
H  1.645  -4.015  -2.115
H  0.313  -3.108  -2.331
H  -1.824  -4.088  -1.768
H  -2.069  -4.678  -0.194
N  -4.353  2.817  2.610
C  -3.968  1.876  3.680
N  -3.621  0.635  3.249
O  -3.858  2.228  4.852
H  -4.490  3.809  2.836
H  -3.776  2.692  1.764
H  -4.007  0.184  2.406
H  -3.386  -0.050  3.958
N  -5.551  -1.800  1.743
C  -4.264  -2.387  1.395
N  -3.370  -1.430  0.926
O  -3.950  -3.582  1.536
H  -5.855  -0.895  1.391
H  -6.244  -2.411  2.171
H  -3.670  -0.746  0.247
H  -2.441  -1.758  0.635
N  3.683  3.180  3.178
C  3.224  2.542  1.951
N  3.429  1.169  1.941
O  2.530  3.088  1.132
H  3.967  4.158  3.057
H  4.511  2.759  3.643
H  2.768  0.522  1.490
H  3.840  0.815  2.793
N  3.864  -1.517  -0.013
C  4.003  -2.799  0.699
N  2.730  -3.281  1.160
O  5.058  -3.379  0.872
H  2.878  -1.231  0.073
H  4.493  -0.736  0.100
H  2.669  -4.297  1.180
H  2.143  -3.121  0.362

Mulliken atomic charge list, values in e, 2 entries: atom 1 (N): -0.3499, atom 2 (C): 0.5026



No. 4
# C10H40N20O10

10 unconnected molecules or ions with the total composition C10H40N20O10 in a non-equilibrium geometry (ωB97M-V with the def2-TZVPD basis set, the Open Molecules 2025 dataset).

Computed properties:
energy above the lowest of the compared OMol25 structures with the same formula, charge and spin	878.2	kJ/mol
SMILES	NC(N)=O.NC(N)=O.NC(N)=O.NC(N)=O.NC(N)=O.NC(N)=O.NC(N)=O.NC(N)=O.NC(N)=O.NC(N)=O
orbital gap	9.372	eV
HOMO level	-9.50	eV

CARTESIAN COORDINATES (ANGSTROEM)
N  3.551  -1.011  -8.042
C  2.238  -1.170  -7.726
N  1.586  -1.559  -8.824
O  1.883  -1.067  -6.560
H  3.848  -1.789  -8.613
H  4.094  -0.871  -7.202
H  0.682  -1.975  -8.648
H  2.113  -1.367  -9.664
N  3.775  3.365  6.063
C  4.299  2.569  6.955
N  4.114  3.157  8.147
O  4.895  1.537  6.609
H  3.833  2.941  5.149
H  3.474  4.299  6.302
H  3.717  4.066  8.335
H  4.588  2.658  8.886
N  3.639  9.297  -1.462
C  2.693  8.547  -1.005
N  1.707  8.621  -1.814
O  2.787  7.757  -0.045
H  3.551  9.691  -2.387
H  4.570  9.064  -1.147
H  1.740  9.528  -2.258
H  0.821  8.243  -1.511
N  3.874  5.474  -5.807
C  4.877  5.647  -6.553
N  5.105  6.933  -6.847
O  5.602  4.746  -6.962
H  3.595  6.336  -5.362
H  3.886  4.564  -5.370
H  4.405  7.598  -6.552
H  5.848  7.056  -7.520
N  -6.041  -7.879  3.178
C  -6.990  -7.150  2.660
N  -6.811  -5.869  3.054
O  -7.758  -7.529  1.862
H  -6.031  -8.883  3.071
H  -5.327  -7.438  3.739
H  -7.352  -5.060  2.786
H  -6.032  -5.609  3.643
N  -0.504  -3.053  7.425
C  -1.122  -4.158  7.158
N  -0.626  -5.268  7.655
O  -2.151  -4.138  6.487
H  0.452  -2.879  7.699
H  -0.976  -2.454  6.763
H  -1.148  -6.130  7.595
H  0.234  -5.253  8.184
N  0.798  -9.423  -3.605
C  0.375  -8.248  -3.252
N  1.167  -7.282  -3.703
O  -0.682  -8.105  -2.628
H  1.644  -9.632  -4.117
H  0.071  -10.087  -3.382
H  2.085  -7.536  -4.039
H  0.884  -6.361  -3.401
N  -2.455  3.469  7.870
C  -3.566  2.916  8.005
N  -3.734  2.208  6.921
O  -4.437  3.186  8.875
H  -1.726  3.272  7.200
H  -2.294  4.212  8.535
H  -3.007  2.270  6.223
H  -4.494  1.543  6.954
N  -0.812  -0.986  0.434
C  -0.362  0.137  0.680
N  0.382  0.652  -0.357
O  -0.653  0.614  1.731
H  -0.935  -1.201  -0.545
H  -1.297  -1.471  1.176
H  0.524  0.057  -1.160
H  1.048  1.371  -0.110
N  -4.049  -1.039  -5.675
C  -4.473  0.147  -5.845
N  -3.503  1.048  -5.758
O  -5.638  0.380  -5.847
H  -3.074  -1.237  -5.499
H  -4.661  -1.756  -6.037
H  -3.771  2.010  -5.610
H  -2.563  0.739  -5.555

Mulliken atomic charge list, values in e, 2 entries: atom 1 (N): -0.5782, atom 2 (C): 0.6711



No. 5
# C10H40N20O10

10 unconnected molecules or ions with the total composition C10H40N20O10 in a non-equilibrium geometry (ωB97M-V with the def2-TZVPD basis set, the Open Molecules 2025 dataset).

Computed properties:
multiplicity	2
energy above the lowest of the compared OMol25 structures with the same formula, charge and spin	171.4	kJ/mol
charge	+1
orbital gap (alpha / beta)	7.692 / 2.145	eV
HOMO level (alpha / beta)	-10.65 / -10.65	eV

CARTESIAN COORDINATES (ANGSTROEM)
C  3.736  -1.074  3.244
O  3.894  -0.981  2.018
N  3.670  -2.263  3.773
N  3.595  -0.055  4.013
H  3.538  -2.411  4.764
H  4.027  -2.904  3.080
H  3.466  0.845  3.573
H  3.400  -0.195  4.994
C  -1.617  3.372  1.614
O  -2.610  4.066  1.741
N  -1.712  2.054  1.736
N  -0.413  3.743  1.611
H  -2.604  1.662  2.000
H  -0.945  1.415  1.588
H  0.376  3.143  1.415
H  -0.278  4.736  1.739
C  -3.842  -0.943  1.452
O  -3.244  -0.372  0.602
N  -3.670  -2.117  1.972
N  -4.978  -0.483  1.922
H  -4.416  -2.544  2.502
H  -2.809  -2.645  1.985
H  -5.363  0.335  1.470
H  -5.544  -0.951  2.614
C  5.686  -3.854  0.610
O  6.664  -3.248  1.019
N  5.535  -5.071  0.265
N  4.553  -3.206  0.532
H  6.450  -5.460  0.087
H  4.683  -5.500  -0.069
H  4.483  -2.312  0.997
H  3.742  -3.558  0.044
C  2.369  5.016  -0.185
O  1.862  5.392  0.921
N  2.658  5.876  -1.140
N  2.830  3.862  -0.481
H  2.892  5.541  -2.063
H  2.366  6.837  -1.031
H  3.272  3.825  -1.388
H  2.709  3.116  0.190
C  1.448  -4.524  0.228
O  2.372  -4.660  -0.532
N  1.506  -4.582  1.512
N  0.255  -4.016  0.013
H  2.371  -4.861  1.953
H  0.908  -3.917  1.980
H  -0.545  -3.937  0.624
H  0.037  -3.834  -0.957
C  1.013  0.177  -0.133
O  0.814  1.322  0.250
N  0.032  -0.522  -0.659
N  2.053  -0.532  -0.016
H  0.321  -1.402  -1.062
H  -0.884  -0.156  -0.877
H  2.873  -0.184  0.461
H  2.084  -1.539  -0.090
C  -4.181  1.627  -2.356
O  -3.470  1.790  -3.339
N  -5.430  1.380  -2.284
N  -3.569  1.792  -1.240
H  -5.907  1.432  -3.173
H  -5.797  1.219  -1.357
H  -4.013  1.804  -0.333
H  -2.567  1.811  -1.366
C  -3.183  -2.126  -2.545
O  -2.714  -3.254  -2.630
N  -4.367  -1.937  -2.046
N  -2.479  -1.079  -2.739
H  -4.407  -1.586  -1.100
H  -4.946  -2.753  -2.185
H  -1.522  -1.309  -2.965
H  -2.889  -0.192  -2.482
C  -0.013  3.233  -3.180
O  1.146  3.175  -3.510
N  -0.974  3.094  -4.045
N  -0.327  3.466  -1.935
H  -1.904  2.896  -3.706
H  -0.706  2.960  -5.010
H  -1.277  3.623  -1.629
H  0.430  3.410  -1.270

Mulliken atomic charge list, values in e, 2 entries: atom 1 (C): 0.7559, atom 2 (O): -0.8955



No. 6
# C10H40N20O14S

11 unconnected molecules or ions with the total composition C10H40N20O14S in a non-equilibrium geometry (ωB97M-V with the def2-TZVPD basis set, the Open Molecules 2025 dataset).

Computed properties:
energy above the lowest of the compared OMol25 structures with the same formula, charge and spin	53.5	kJ/mol
charge	-2
orbital gap	9.014	eV
HOMO level	-5.25	eV

CARTESIAN COORDINATES (ANGSTROEM)
S  -0.337  0.171  0.329
O  -1.055  -0.519  1.420
O  -0.876  1.540  0.169
O  1.086  0.211  0.702
O  -0.491  -0.607  -0.917
C  -1.745  2.196  -3.352
O  -2.100  2.811  -4.361
N  -1.468  0.860  -3.331
N  -1.631  2.813  -2.145
H  -1.714  0.254  -4.087
H  -1.089  0.506  -2.462
H  -1.683  3.814  -2.146
H  -1.377  2.280  -1.307
C  0.721  -2.626  -3.922
O  0.692  -3.652  -3.237
N  1.172  -2.663  -5.215
N  0.287  -1.435  -3.444
H  1.523  -3.526  -5.574
H  1.358  -1.768  -5.631
H  0.333  -0.628  -4.039
H  -0.068  -1.357  -2.494
C  -0.473  -4.289  1.198
O  -0.064  -5.411  1.510
N  -0.964  -3.401  2.130
N  -0.285  -3.782  -0.056
H  -0.967  -2.419  1.875
H  -0.667  -3.625  3.064
H  0.144  -4.394  -0.725
H  -0.367  -2.803  -0.274
C  -3.681  -2.478  -0.790
O  -4.591  -3.297  -0.883
N  -3.170  -1.829  -1.875
N  -3.143  -2.055  0.391
H  -3.425  -2.007  -2.823
H  -2.383  -1.227  -1.683
H  -3.318  -2.619  1.206
H  -2.240  -1.573  0.494
C  1.893  3.986  0.591
O  2.703  4.889  0.756
N  1.798  2.895  1.417
N  0.942  3.981  -0.388
H  1.186  2.133  1.148
H  2.555  2.652  2.030
H  0.276  3.241  -0.517
H  1.006  4.747  -1.032
C  -2.215  -1.063  5.252
O  -2.101  -1.088  6.473
N  -1.170  -1.345  4.422
N  -3.376  -0.679  4.641
H  -0.448  -1.892  4.861
H  -1.211  -1.371  3.413
H  -4.216  -0.511  5.159
H  -3.545  -0.968  3.690
C  2.218  -1.156  3.739
O  2.557  -1.684  4.803
N  2.116  -1.804  2.552
N  1.732  0.130  3.716
H  2.396  -2.769  2.545
H  1.606  -1.399  1.782
H  1.711  0.540  4.631
H  1.119  0.399  2.964
C  2.708  2.481  -3.496
O  3.855  2.793  -3.217
N  1.781  2.103  -2.563
N  2.245  2.424  -4.787
H  0.802  2.132  -2.788
H  2.052  1.976  -1.604
H  1.282  2.175  -4.918
H  2.818  2.617  -5.582
C  -2.324  3.454  2.707
O  -2.416  3.982  3.803
N  -2.075  4.162  1.540
N  -2.495  2.109  2.481
H  -1.579  3.611  0.858
H  -1.932  5.150  1.607
H  -2.082  1.552  1.734
H  -2.569  1.704  3.406
C  4.058  -1.098  -0.830
O  5.180  -1.538  -1.067
N  2.920  -1.686  -1.320
N  3.792  -0.050  0.011
H  2.002  -1.281  -1.279
H  3.095  -2.480  -1.909
H  2.848  -0.030  0.390
H  4.558  0.412  0.463

Mulliken atomic charge list, values in e, 2 entries: atom 1 (S): 1.1585, atom 2 (O): -0.8551